# C4H13NO2

A cluster of 3 separate species, C4H13NO2 in total (wB97M-V/def2-TZVPD, OMol25).

Positions of all 20 atoms, in Å:
1 C 2.129282 -0.362903 -1.145477
2 N 1.200189 -1.359303 -0.537881
3 C 0.319541 -0.653083 0.478379
4 C 1.018899 0.653085 0.860685
5 C 1.812612 1.020115 -0.400670
6 H 1.888194 -0.179643 -2.180338
7 H 3.162977 -0.707956 -0.825581
8 H 0.604830 -1.735285 -1.235645
9 H 0.310257 -1.496807 1.266272
10 H -0.755549 -0.519574 0.200697
11 H 0.233172 1.332071 1.265008
12 H 1.628492 0.474310 1.735982
13 H 2.757970 1.574590 -0.134457
14 H 1.289928 1.579347 -1.068200
15 H -2.881424 -0.370213 -1.377174
16 H -2.043175 0.446710 -0.337087
17 O -2.851784 0.549107 -1.015826
18 H -4.041776 -0.267525 1.467649
19 H -2.642491 0.423269 1.534318
20 O -3.140144 -0.400311 1.449346

Atoms 1-6, force components in eV/Å:
-0.1 0.5 2.8
0.0 1.7 0.4
0.4 -2.8 0.9
-1.0 -0.8 0.2
2.6 -1.9 1.9
0.7 -0.4 -0.6

Computed properties:
* total charge: -1
* ΔE to the lowest compared entry with this formula, charge and spin: 143.5 kJ/mol
* E_LUMO (spin up / spin down): 3.9 / 3.7 eV
* calculated total energy: -365.3364 Ha
* expectation value of S²: 0.75
* molar mass: 107.15 g/mol
* spin multiplicity: 2
* gap between HOMO and LUMO (spin up / spin down): 3.02 / 9.22 eV